Entry 1:
This record from the OMol25 dataset describes C17H14BrHfNO2S2 as an isolated structure at a distorted geometry. The level of theory is ωB97M-V with the def2-TZVPD basis set.

Cartesian coordinates (Å):
1 C -1.532048 -0.573150 -1.510539
2 C -1.794960 -1.089039 -0.191621
3 C -2.004083 0.028700 0.683585
4 H -1.989306 -2.122458 0.086402
5 C -1.801738 1.218908 -0.039107
6 C -1.495391 0.876647 -1.407910
7 H -1.470130 1.588794 -2.231806
8 H -1.498379 -1.137369 -2.435564
9 H -2.370696 -0.037200 1.709816
10 H -1.994739 2.232215 0.333695
11 Hf 0.379055 -0.149287 -0.420278
12 Br 2.042916 -0.421662 -2.196234
13 C 2.499021 0.713108 -5.071372
14 C 1.433803 1.507496 -5.574192
15 C 0.441960 0.630829 -6.105954
16 H 1.391121 2.594806 -5.566925
17 C 0.898724 -0.709179 -5.931728
18 C 2.168560 -0.661781 -5.296147
19 H 2.777305 -1.519867 -5.024160
20 H 3.401447 1.082973 -4.593813
21 H -0.491889 0.932650 -6.576366
22 H 0.377648 -1.611895 -6.244189
23 O 0.325382 2.612847 2.597748
24 S 1.197374 1.490630 2.842642
25 O 2.622914 1.648492 2.806243
26 N 0.842359 0.276465 1.648163
27 C 0.693485 -0.968653 2.188849
28 S 0.595203 -2.242169 1.025619
29 C 0.313829 -0.919121 3.566918
30 C -0.637839 -1.783735 4.150360
31 C -1.249125 -1.384192 5.332324
32 C -0.839162 -0.189676 5.952739
33 C 0.058254 0.690874 5.337617
34 C 0.549394 0.365882 4.084579
35 H -0.923450 -2.673042 3.589827
36 H -2.056299 -1.979032 5.763756
37 H -1.262578 0.068779 6.921492
38 H 0.402047 1.611398 5.795521

Forces on the atoms, in the same order (eV/Å):
C -1.583 0.598 0.183
C -1.486 0.759 -0.585
C -0.017 -0.428 -0.477
H 0.223 0.339 -0.245
C -0.220 -0.149 -0.965
C -1.142 -0.487 0.490
H 0.392 -0.361 0.151
H 0.282 0.067 0.098
H 0.530 0.012 -0.247
H 0.497 -0.521 -0.127
Hf 2.000 0.278 0.328
Br -0.210 0.085 0.563
C -0.664 -0.161 -0.367
C 0.061 -0.668 0.149
C 0.524 -0.238 0.399
H 0.009 -0.216 -0.026
C 0.270 0.527 0.283
C -0.483 0.552 -0.200
H -0.044 0.114 -0.107
H -0.059 -0.027 -0.140
H 0.203 -0.064 0.069
H 0.100 0.190 0.024
O 0.513 -0.875 0.600
S -0.230 -0.950 -1.608
O -0.851 0.042 0.620
N 1.174 -0.494 1.240
C -0.222 1.204 -2.955
S 0.470 0.075 1.237
C -1.055 0.434 0.817
C 0.718 0.486 -0.284
C 0.263 0.324 0.108
C -0.039 -0.238 -0.012
C 0.289 -0.008 -0.126
C -0.284 -0.500 0.937
H 0.077 0.088 0.328
H 0.366 0.156 -0.052
H 0.091 0.020 -0.233
H -0.461 0.036 0.128

Properties
- HOMO-LUMO gap (spin up / spin down) (eV) = 2.233 / 2.231
- highest occupied orbital energy (spin up / spin down) (Ha) = -0.1821 / -0.1821
- total energy (hartree) = -4279.749243
- LUMO (spin up / spin down) (eV) = -2.72 / -2.72
- spin multiplicity = 1

Atom charges from the natural (NBO) analysis, given in e for atoms 1 to 6: C -0.4615; C -0.3575; C -0.2733; H 0.2681; C -0.2808; C -0.3995


Entry 2:
This record from the OMol25 dataset describes a single C17H14F2N2O4 molecule at a distorted geometry. The level of theory is ωB97M-V with the def2-TZVPD basis set.

Cartesian coordinates (Å):
1 C 7.186756 -4.784512 2.865909
2 O 6.137660 -3.988403 2.336867
3 C 5.197453 -3.605038 3.213404
4 O 5.222896 -3.906496 4.381699
5 C 4.137963 -2.776909 2.587519
6 C 4.150428 -2.461712 1.228930
7 C 3.145082 -1.687187 0.692355
8 C 2.107698 -1.211659 1.500391
9 C 1.045270 -0.391580 0.952797
10 N 1.025526 -0.096447 -0.281071
11 O -0.041417 0.692834 -0.687008
12 C 0.046180 0.986857 -2.067688
13 C -1.260769 1.583821 -2.584464
14 O -1.378812 1.932996 -3.734514
15 N -2.220691 1.665884 -1.627489
16 C -3.512018 2.165413 -1.740563
17 C -4.043449 2.682038 -2.917651
18 C -5.343151 3.155536 -2.914604
19 F -5.845185 3.652734 -4.058981
20 C -6.146378 3.138821 -1.788350
21 C -5.622562 2.624893 -0.614004
22 C -4.328768 2.150856 -0.604834
23 F -3.815021 1.648133 0.545238
24 C 2.100035 -1.531392 2.859787
25 C 3.105728 -2.306785 3.397160
26 H 6.785193 -5.704645 3.295564
27 H 7.720878 -4.238538 3.646406
28 H 7.848970 -5.007755 2.033450
29 H 4.951910 -2.828448 0.607388
30 H 3.138896 -1.432882 -0.355519
31 H 0.274042 -0.043008 1.641780
32 H 0.852049 1.706528 -2.261406
33 H 0.264758 0.077793 -2.640431
34 H -1.959110 1.327739 -0.707288
35 H -3.450349 2.712436 -3.816309
36 H -7.153465 3.518477 -1.834213
37 H -6.206560 2.589147 0.291277
38 H 1.301716 -1.168116 3.490473
39 H 3.114867 -2.562674 4.445862

Forces on the atoms, in the same order (eV/Å):
C 0.220 -0.219 0.318
O -0.266 0.229 -0.255
C 0.166 -0.169 0.288
O 0.006 0.028 -0.137
C -0.301 0.208 -0.076
C 0.032 -0.057 0.167
C -0.183 0.095 0.082
C 0.671 -0.481 0.198
C -0.932 0.662 -0.201
N 0.354 -0.095 -0.582
O -0.122 -0.139 0.847
C 0.436 -0.062 -0.478
C 0.182 -0.184 0.489
O 0.123 0.032 -0.260
N 0.026 -0.171 0.600
C -0.474 0.158 0.028
C -0.132 0.086 -0.131
C 0.007 -0.102 0.351
F 0.015 0.004 -0.033
C 0.083 0.050 -0.293
C 0.332 -0.113 -0.022
C -0.076 0.077 -0.180
F 0.083 -0.014 -0.057
C -0.083 0.134 -0.336
C 0.322 -0.203 -0.021
H 0.065 0.069 -0.044
H -0.024 -0.066 -0.076
H -0.045 0.021 0.033
H 0.040 -0.012 -0.058
H 0.048 -0.006 -0.102
H -0.061 0.069 -0.125
H -0.156 -0.080 0.021
H -0.093 0.131 0.082
H -0.036 0.060 -0.222
H -0.002 0.007 -0.027
H -0.104 0.045 -0.028
H -0.033 -0.018 0.108
H -0.082 0.040 0.060
H -0.003 -0.015 0.069

Properties
- HOMO-LUMO gap (eV) = 8.485
- highest occupied orbital energy (Ha) = -0.3254
- total energy (hartree) = -1266.396471
- LUMO (eV) = -0.37
- structure (SMILES) = COC(=O)c1ccc(/C=N/OCC(=O)Nc2cc(F)ccc2F)cc1
- spin multiplicity = 1

Atom charges from the natural (NBO) analysis, given in e for atoms 1 to 6: C -0.2587; O -0.5069; C 0.7824; O -0.5906; C -0.1710; C -0.1702


Entry 3:
This record from the OMol25 dataset describes a single C17H14F3N3O3S molecule at a distorted geometry. The level of theory is ωB97M-V with the def2-TZVPD basis set.

Cartesian coordinates (Å):
1 C 1.488857 -1.520662 -5.092785
2 C 1.713128 -2.041502 -3.672926
3 N 1.747411 -0.954942 -2.707522
4 C 0.642619 -0.270550 -2.341966
5 O -0.485883 -0.523400 -2.705559
6 C 0.945493 0.841637 -1.402084
7 C 0.010590 1.667889 -0.728527
8 C 0.797975 2.523196 -0.012208
9 C 0.473089 3.646455 0.920181
10 O -0.647524 3.374805 1.728284
11 C -0.565334 2.392187 2.666862
12 C 0.559624 1.616030 2.924075
13 C 0.521802 0.648528 3.915466
14 C -0.621814 0.439060 4.660295
15 C -1.743718 1.218560 4.399232
16 C -2.978457 0.988762 5.224306
17 F -2.767973 1.253400 6.528451
18 F -3.392538 -0.290384 5.171781
19 F -4.021020 1.740526 4.851199
20 C -1.725921 2.187484 3.414630
21 O 2.091574 2.230487 -0.237947
22 N 2.171578 1.196310 -1.098435
23 C 0.647155 -3.022516 -3.301712
24 N -0.116819 -3.630739 -4.130836
25 C -0.964824 -4.484401 -3.513026
26 C -0.842143 -4.545659 -2.163145
27 S 0.395622 -3.480894 -1.625992
28 H 2.283056 -0.830929 -5.367819
29 H 1.470196 -2.354238 -5.786914
30 H 0.531613 -1.009857 -5.139755
31 H 2.685805 -2.547254 -3.612281
32 H 2.636309 -0.600706 -2.390266
33 H -1.055053 1.615026 -0.780150
34 H 1.359616 3.888698 1.520994
35 H 0.187422 4.533653 0.344350
36 H 1.472450 1.749916 2.366243
37 H 1.401136 0.052704 4.104195
38 H -0.653774 -0.313682 5.431728
39 H -2.591988 2.795015 3.207733
40 H -1.663954 -5.043360 -4.107508
41 H -1.395383 -5.134654 -1.460644

Forces on the atoms, in the same order (eV/Å):
C 0.094 -0.129 0.147
C 0.042 0.310 -0.450
N 0.250 -0.197 0.041
C 0.365 -0.090 -0.083
O -0.142 0.192 0.019
C 0.025 0.866 0.677
C 0.533 0.371 0.277
C -0.748 -0.591 -0.502
C 0.309 0.188 -0.067
O -0.151 0.022 -0.079
C -0.023 -0.315 0.370
C -0.007 0.303 -0.253
C -0.159 -0.088 0.180
C -0.016 0.052 -0.054
C -0.007 0.064 -0.078
C -0.249 -0.081 0.257
F 0.200 0.061 0.064
F 0.119 -0.157 -0.127
F -0.004 0.200 -0.231
C 0.104 -0.030 -0.042
O -0.171 0.519 0.450
N 0.096 -0.871 -0.715
C 0.113 -0.312 1.010
N 0.340 0.406 -0.819
C -0.283 -0.374 0.628
C 0.152 0.105 0.029
S -0.115 -0.072 -0.673
H 0.082 0.041 -0.005
H -0.012 -0.030 -0.116
H -0.076 0.028 -0.038
H -0.156 0.110 0.016
H -0.017 -0.019 0.013
H -0.266 0.015 0.018
H -0.103 -0.007 -0.061
H 0.133 -0.145 0.133
H 0.082 0.029 -0.080
H 0.091 -0.050 0.006
H 0.012 -0.084 0.074
H -0.102 0.049 -0.005
H -0.159 -0.135 -0.024
H -0.175 -0.157 0.093

Properties
- ΔE to the lowest compared entry with this formula, charge and spin (kJ/mol) = 12.43
- HOMO-LUMO gap (eV) = 9.403
- highest occupied orbital energy (Ha) = -0.3287
- total energy (hartree) = -1743.983922
- LUMO (eV) = 0.46
- structure (SMILES) = C[C@@H](NC(=O)c1cc(COc2cccc(C(F)(F)F)c2)on1)c1nccs1
- spin multiplicity = 1

Atom charges from the natural (NBO) analysis, given in e for atoms 1 to 6: C -0.6087; C -0.0982; N -0.6048; C 0.6472; O -0.5865; C 0.0462